# 1
This record from the Open Molecules 2025 dataset describes a 13-piece molecular cluster, C74H86N4O6 overall at a distorted geometry. The level of theory is ωB97M-V/def2-TZVPD.

Atoms and positions in Å:
C1 2.10 -1.56 -11.35
C2 0.84 -1.42 -10.43
C3 0.90 -0.28 -9.45
O1 0.77 0.94 -10.08
C4 0.62 1.98 -9.21
N1 -0.27 -1.28 -11.32
H1 2.19 -0.70 -12.01
H2 2.02 -2.51 -11.89
H3 3.07 -1.67 -10.87
H4 0.71 -2.39 -9.93
H5 1.91 -0.28 -9.02
H6 0.16 -0.49 -8.69
H7 -0.28 1.81 -8.63
H8 0.54 2.95 -9.69
H9 1.32 2.11 -8.39
H10 -0.10 -0.51 -11.95
H11 -1.01 -0.90 -10.74
C5 -1.27 -9.53 4.66
C6 -1.59 -10.97 4.15
C7 -3.08 -11.34 3.97
O2 -3.33 -12.73 3.65
C8 -4.69 -13.04 3.20
N2 -0.90 -11.03 2.91
H12 -1.66 -9.49 5.67
H13 -1.78 -8.76 4.08
H14 -0.20 -9.30 4.69
H15 -1.08 -11.62 4.86
H16 -3.53 -10.70 3.21
H17 -3.62 -11.01 4.86
H18 -4.80 -14.11 3.08
H19 -4.99 -12.54 2.28
H20 -5.49 -12.65 3.83
H21 -1.32 -10.41 2.23
H22 -1.13 -11.95 2.56
C9 1.17 11.14 -7.87
C10 2.42 10.52 -7.67
C11 2.55 9.45 -6.79
C12 1.45 8.99 -6.09
C13 0.24 9.67 -6.13
C14 0.10 10.75 -7.04
H23 0.95 11.85 -8.65
H24 3.32 10.59 -8.26
H25 3.55 9.03 -6.78
H26 1.57 8.06 -5.56
H27 -0.65 9.37 -5.60
H28 -0.86 11.24 -7.19
C15 -0.11 2.94 9.38
C16 0.98 3.28 10.12
C17 1.95 2.31 10.48
C18 1.71 0.99 10.12
C19 0.51 0.68 9.47
C20 -0.41 1.63 9.01
H29 -0.89 3.65 9.15
H30 1.07 4.29 10.49
H31 2.80 2.74 10.99
H32 2.40 0.18 10.30
H33 0.45 -0.36 9.17
H34 -1.35 1.46 8.50
C21 7.00 -7.27 4.77
C22 8.06 -6.44 5.18
C23 8.55 -5.47 4.34
C24 7.94 -5.26 3.13
C25 6.85 -6.02 2.78
C26 6.42 -7.09 3.54
H35 6.68 -8.16 5.30
H36 8.53 -6.64 6.14
H37 9.43 -4.97 4.72
H38 8.26 -4.42 2.53
H39 6.39 -5.93 1.80
H40 5.56 -7.67 3.23
C27 -5.91 4.81 5.11
C28 -5.17 4.04 4.21
C29 -5.67 3.00 3.47
C30 -7.01 2.65 3.54
C31 -7.79 3.48 4.32
C32 -7.27 4.55 5.01
H41 -5.50 5.63 5.67
H42 -4.12 4.27 4.16
H43 -5.00 2.48 2.80
H44 -7.39 1.86 2.91
H45 -8.83 3.26 4.53
H46 -8.01 5.04 5.64
C33 -9.29 8.53 -1.93
C34 -10.05 8.85 -2.96
C35 -9.67 8.57 -4.27
C36 -8.42 8.08 -4.51
C37 -7.59 7.73 -3.41
C38 -8.05 7.95 -2.13
H47 -9.65 8.62 -0.92
H48 -11.05 9.24 -2.79
H49 -10.34 8.91 -5.04
H50 -8.06 7.81 -5.49
H51 -6.64 7.27 -3.63
H52 -7.31 7.70 -1.39
C39 8.76 0.38 -1.56
C40 8.42 -0.41 -2.62
C41 7.12 -0.41 -3.21
C42 6.17 0.46 -2.75
C43 6.60 1.44 -1.89
C44 7.84 1.42 -1.30
H53 9.67 0.29 -0.98
H54 9.17 -1.10 -2.96
H55 6.87 -1.18 -3.93
H56 5.20 0.51 -3.22
H57 5.92 2.25 -1.65
H58 8.01 2.11 -0.49
C45 2.92 7.96 3.28
C46 4.26 7.89 2.91
C47 4.68 8.42 1.68
C48 3.74 9.06 0.83
C49 2.41 9.22 1.28
C50 2.01 8.65 2.49
H59 2.68 7.49 4.22
H60 5.02 7.47 3.55
H61 5.59 8.19 1.14
H62 4.10 9.51 -0.08
H63 1.68 9.87 0.81
H64 1.03 8.71 2.95
C51 8.72 2.99 6.94
C52 9.38 2.11 6.09
C53 10.75 2.20 6.00
C54 11.55 3.04 6.71
C55 10.86 3.93 7.52
C56 9.45 3.94 7.55
H65 7.65 2.90 7.08
H66 8.86 1.36 5.51
H67 11.10 1.64 5.14
H68 12.61 3.12 6.53
H69 11.41 4.66 8.10
H70 8.87 4.46 8.30
C57 -5.96 -4.63 1.80
C58 -6.94 -5.35 2.43
C59 -8.07 -5.77 1.70
C60 -8.19 -5.42 0.35
C61 -7.23 -4.60 -0.18
C62 -6.11 -4.25 0.50
H71 -5.10 -4.42 2.41
H72 -6.83 -5.61 3.48
H73 -8.76 -6.44 2.19
H74 -9.06 -5.76 -0.20
H75 -7.38 -4.27 -1.20
H76 -5.49 -3.46 0.09
C63 -7.74 -7.91 -7.19
C64 -6.87 -7.08 -7.93
C65 -5.55 -6.88 -7.53
C66 -5.10 -7.35 -6.26
C67 -5.96 -8.19 -5.54
C68 -7.30 -8.40 -5.95
N3 -3.84 -6.93 -5.71
O3 -3.56 -7.34 -4.59
O4 -3.00 -6.29 -6.36
H77 -8.79 -8.07 -7.39
H78 -7.17 -6.61 -8.86
H79 -4.95 -6.29 -8.21
H80 -5.64 -8.67 -4.62
H81 -7.99 -8.99 -5.37
C69 2.15 -0.49 2.52
C70 1.64 -1.37 1.60
C71 0.93 -0.95 0.42
C72 0.68 0.42 0.30
C73 1.16 1.32 1.26
C74 1.87 0.88 2.37
N4 -0.07 0.95 -0.85
O5 -0.13 2.14 -0.93
O6 -0.62 0.16 -1.63
H82 2.65 -0.73 3.45
H83 1.69 -2.44 1.76
H84 0.55 -1.64 -0.32
H85 0.97 2.38 1.16
H86 2.23 1.71 2.97

The total energy comes out at -3541.3852 Eh. As for the HOMO-LUMO gap: 8.42 eV. The value obtained for the maximum force is 3.2 eV/Å. For the HOMO energy, the calculation gives -9.24 eV. The multiplicity is 1.

---

# 2
This record from the Open Molecules 2025 dataset describes an isolated ion of composition C4H6N3O and charge +1 at a distorted geometry. The level of theory is ωB97M-V/def2-TZVPD.

Atoms and positions in Å:
C1 -0.66 1.00 -1.36
C2 -1.12 1.52 0.03
C3 -0.32 2.02 1.03
O1 0.46 2.79 1.47
N1 -1.03 0.81 1.37
N2 -0.28 -0.26 1.37
C4 0.58 -0.84 1.96
N3 1.71 -1.36 2.22
H1 0.46 1.03 -1.41
H2 -0.93 1.74 -2.12
H3 -1.23 0.18 -1.63
H4 -2.17 1.94 0.06
H5 2.49 -1.26 1.58
H6 1.79 -2.13 2.84

For the relative energy (zero: lowest compared OMol25 entry of this formula, charge and spin), the calculation gives 3.690 eV. The total energy comes out at -395.1130 Eh. As for the HOMO-LUMO gap: 9.67 eV. The value obtained for the maximum force is 5.1 eV/Å. As for the net charge: +1. For the HOMO energy, the calculation gives -14.36 eV. The multiplicity is 1.

---

# 3
This record from the Open Molecules 2025 dataset describes C17H40FeN5O6 as an isolated structure at a distorted geometry. The level of theory is ωB97M-V/def2-TZVPD.

Atoms and positions in Å:
Fe1 -1.14 0.71 -2.45
C1 -1.69 -1.48 0.76
C2 -0.67 -1.82 -0.30
O1 -0.72 -1.02 -1.45
H1 -2.69 -1.44 0.32
H2 -1.45 -0.53 1.24
H3 -1.71 -2.25 1.53
H4 -0.66 -2.89 -0.53
H5 0.34 -1.64 0.11
C3 1.19 -0.42 2.89
O2 0.54 0.51 3.33
N1 2.54 -0.52 2.97
C4 3.21 -1.58 2.24
C5 3.24 0.34 3.93
H6 0.77 -1.17 2.21
H7 3.33 -2.49 2.82
H8 4.14 -1.25 1.78
H9 2.68 -2.02 1.38
H10 2.49 0.86 4.52
H11 3.80 -0.32 4.60
H12 3.93 1.06 3.49
C6 1.87 1.74 -2.60
O3 0.82 1.19 -2.23
N2 2.96 1.66 -1.87
C7 2.92 0.98 -0.58
C8 4.27 2.03 -2.37
H13 1.91 2.32 -3.53
H14 3.84 1.07 -0.01
H15 2.65 -0.07 -0.71
H16 2.12 1.35 0.07
H17 5.06 1.33 -2.09
H18 4.23 2.09 -3.45
H19 4.58 2.97 -1.92
C9 0.23 -5.11 -2.65
O4 -0.29 -6.20 -2.58
N3 1.51 -4.84 -2.29
C10 1.97 -3.46 -2.47
C11 2.42 -5.79 -1.69
H20 -0.23 -4.20 -3.07
H21 2.39 -3.12 -1.52
H22 1.20 -2.72 -2.64
H23 2.67 -3.37 -3.31
H24 3.28 -5.90 -2.35
H25 2.76 -5.43 -0.72
H26 2.03 -6.80 -1.61
C12 -1.23 2.17 0.49
O5 -1.52 1.72 -0.62
N4 -0.50 3.26 0.71
C13 -0.12 3.61 2.09
C14 0.00 4.09 -0.37
H27 -1.58 1.76 1.45
H28 0.69 4.34 2.10
H29 0.19 2.75 2.68
H30 -0.98 4.08 2.56
H31 1.08 4.19 -0.39
H32 -0.28 3.67 -1.34
H33 -0.49 5.07 -0.34
C15 -6.74 0.87 -0.97
O6 -6.02 0.51 -1.89
N5 -6.26 1.38 0.18
C16 -7.10 1.74 1.32
C17 -4.84 1.50 0.32
H34 -7.83 0.78 -1.01
H35 -7.25 2.82 1.36
H36 -6.63 1.44 2.25
H37 -8.07 1.30 1.09
H38 -4.29 0.59 0.59
H39 -4.30 1.85 -0.56
H40 -4.55 2.21 1.10

Its expectation value of S² is 6.01. The total energy comes out at -2660.3935 Eh. As for the HOMO-LUMO gap (alpha / beta): 6.99 / 6.85 eV. The value obtained for the maximum force is 4.6 eV/Å. As for the net charge: +1. For the HOMO energy (alpha / beta), the calculation gives -10.98 / -10.97 eV. The multiplicity is 5.

---

# 4
This record from the Open Molecules 2025 dataset describes an isolated ion of composition C4H5N5O and charge +2 at a distorted geometry. The level of theory is ωB97M-V/def2-TZVPD.

Atoms and positions in Å:
H1 2.84 2.32 -0.11
N1 1.80 2.05 -0.03
N2 1.18 1.10 0.05
O1 1.75 -0.38 0.03
C1 0.76 -1.29 -0.04
N3 1.03 -2.54 0.03
C2 -0.53 -0.59 -0.07
N4 -1.86 -0.76 0.01
C3 -2.40 0.49 -0.06
N5 -1.45 1.44 0.04
C4 -0.27 0.79 -0.05
H2 0.19 -3.10 0.06
H3 1.97 -2.77 0.09
H4 -3.37 0.79 -0.16
H5 -1.65 2.44 0.21

For the relative energy (zero: lowest compared OMol25 entry of this formula, charge and spin), the calculation gives 0.000 eV. The total energy comes out at -503.6097 Eh. As for the HOMO-LUMO gap (alpha / beta): 7.85 / 7.85 eV. The value obtained for the maximum force is 5.5 eV/Å. As for the net charge: +2. For the HOMO energy (alpha / beta), the calculation gives -18.94 / -18.93 eV. The multiplicity is 1.